Here is C69H71AsCoN4OS3Sb2 as an isolated structure from OMol25. Energies are from ωB97M-V/def2-TZVPD.

```
152
Properties=species:S:1:pos:R:3:mulliken_spin:R:1
Sb 1.90 3.59 -1.62 0.01
Sb 3.57 1.96 0.73 0.02
As -1.99 2.21 1.05 -0.01
Co -0.20 0.59 0.75 0.90
S -1.78 -0.95 -1.51 0.01
S -2.88 -3.01 0.11 0.00
S -0.88 -2.44 2.03 -0.01
O 0.94 1.28 2.25 0.04
N -2.94 -1.63 -0.59 0.00
N -0.80 -0.06 -0.92 -0.05
N -0.50 -1.10 1.65 0.04
N -1.67 -3.43 0.97 0.00
C 2.50 4.30 -4.58 0.00
C -2.15 3.74 2.23 0.00
C 0.52 -3.49 2.33 0.01
C 0.77 2.05 4.47 0.00
C 0.51 -4.57 3.20 0.00
C 4.60 0.80 2.24 0.00
C -1.02 -2.29 -2.40 0.01
C -5.87 -4.37 2.36 0.00
C -2.54 -3.64 3.92 0.00
C -2.10 0.37 -3.82 0.00
C -2.10 -1.26 4.12 0.00
C -4.87 0.61 -3.61 0.00
C 4.77 4.79 0.62 0.00
C 0.24 -2.67 -1.97 -0.02
C -4.41 -3.08 0.98 0.00
C 1.10 1.02 3.43 0.00
C -1.53 6.15 -2.45 0.00
C 4.99 1.46 3.41 0.00
C 3.98 0.62 -0.94 0.00
C 5.13 5.10 -4.22 0.00
C -1.66 -2.93 -3.46 0.00
C 2.82 -3.87 1.81 0.00
C 5.56 0.76 4.46 0.00
C 0.88 -3.72 -2.61 0.00
C 5.76 5.76 0.65 0.00
C -2.81 1.03 -4.80 0.00
C -6.49 -2.14 1.69 0.00
C 7.10 5.39 0.59 0.00
C -2.27 -6.40 -1.96 0.00
C -4.17 -0.07 -2.63 0.00
C -2.93 -1.21 5.22 0.00
C -4.11 -4.31 -1.89 0.00
C -2.09 -5.37 -1.05 0.00
C -1.95 4.20 -3.80 0.00
C 3.06 4.25 -3.31 0.00
C -2.65 3.01 -0.58 0.01
C 5.11 3.44 0.53 0.00
C -4.69 -4.27 1.66 0.00
C -1.91 -2.48 3.48 -0.01
C -3.36 -6.40 -2.82 0.00
C 2.82 -4.96 2.67 0.00
C -5.30 -2.02 0.97 0.00
C -4.28 -5.35 -2.79 0.00
C 5.73 -0.62 4.36 0.00
C -0.80 3.59 -3.29 0.00
C -1.01 -3.97 -4.09 0.00
C 0.26 -4.36 -3.67 0.00
C 4.77 -0.58 2.15 0.00
C 0.00 4.26 -2.37 0.00
C -3.55 -2.36 5.69 0.00
C -2.30 5.48 -3.40 0.00
C -0.39 5.53 -1.94 0.00
C 7.45 4.04 0.50 0.00
C -4.19 1.15 -4.70 0.00
C 4.56 5.14 -5.49 0.00
C 1.70 -0.26 3.90 -0.01
C 6.45 3.07 0.48 0.00
C -3.54 1.19 1.64 -0.01
C 4.39 4.66 -3.13 0.00
C -3.35 -3.58 5.04 0.00
C 3.37 1.01 -2.30 0.01
C 5.34 -1.29 3.21 0.00
C 1.67 -3.12 1.64 0.00
C 3.24 4.75 -5.67 0.00
C -2.79 -0.18 -2.75 -0.01
C -3.02 -4.35 -1.03 0.00
C 1.92 1.52 -2.25 0.00
C 1.67 -5.31 3.37 0.00
C -6.77 -3.31 2.37 0.00
H -1.56 -7.22 -1.99 0.00
H 7.87 6.15 0.62 0.00
H 0.18 2.86 4.04 0.00
H 8.49 3.75 0.45 0.00
H -5.94 0.72 -3.55 0.00
H -4.68 -0.51 -1.78 0.00
H -1.59 -0.39 3.73 0.00
H -3.98 -5.09 1.62 0.00
H -1.25 -5.35 -0.37 0.00
H 5.86 1.28 5.36 0.00
H 3.56 -0.34 -0.61 0.00
H 4.00 1.76 -2.78 0.00
H 0.26 1.60 5.32 0.00
H -2.54 2.30 -1.40 0.00
H 1.65 -2.25 1.00 0.02
H 0.77 -5.17 -4.19 0.00
H -3.17 5.97 -3.83 0.00
H 1.02 -0.76 4.60 0.00
H -1.49 -4.48 -4.92 0.00
H 5.15 5.49 -6.33 0.00
H -2.05 3.89 -0.81 0.00
H 3.72 -5.55 2.81 0.00
H -1.02 0.25 -3.89 0.00
H 3.41 0.13 -2.95 0.00
H 6.73 2.02 0.42 0.00
H 0.22 6.06 -1.21 0.00
H -2.29 1.46 -5.65 0.00
H -2.56 3.68 -4.53 0.00
H -0.38 -4.83 3.76 0.00
H 1.47 4.00 -4.74 0.00
H -5.13 -5.34 -3.47 0.00
H -4.82 -3.48 -1.86 0.00
H 6.18 -1.17 5.18 0.00
H 6.16 5.41 -4.08 0.00
H -3.51 -7.21 -3.51 0.00
H 1.67 -6.15 4.04 0.00
H -7.19 -1.31 1.69 0.00
H -4.20 -2.32 6.56 0.00
H -7.71 -3.40 2.91 0.00
H -2.64 -2.60 -3.78 0.00
H -3.30 0.13 1.63 0.00
H -3.10 -0.26 5.73 0.00
H -1.81 7.14 -2.12 0.00
H 1.87 -4.03 -2.30 0.00
H 4.87 2.54 3.49 0.00
H -5.06 -1.12 0.42 0.00
H 4.46 -1.11 1.26 0.00
H -6.11 -5.29 2.88 0.00
H 2.63 -0.04 4.43 0.00
H -3.69 3.29 -0.47 0.00
H -3.13 4.18 2.08 0.00
H 4.84 4.64 -2.15 0.00
H -3.83 -4.47 5.42 0.00
H 1.91 -0.91 3.06 0.00
H -2.40 -4.58 3.40 0.00
H -1.37 4.47 2.00 0.00
H 1.33 0.92 -1.55 0.04
H 1.45 1.46 -3.23 0.00
H -4.38 1.38 0.96 0.00
H 2.79 4.79 -6.65 0.00
H 5.06 0.50 -1.02 0.00
H 0.70 -2.13 -1.14 0.02
H -4.75 1.66 -5.48 0.00
H -0.55 2.59 -3.62 0.00
H 5.49 6.81 0.74 0.00
H 3.73 5.09 0.67 0.00
H 5.48 -2.36 3.13 0.00
H 1.71 2.47 4.85 0.00
H 3.73 -3.60 1.28 0.00
H -2.04 3.43 3.27 0.00
H -3.83 1.48 2.65 0.00
```

- Molar mass: 1445.93 g mol⁻¹
- Net charge: +2
- HOMO-LUMO gap (alpha / beta): 6.04 / 6.44 eV
- 2S+1: 2
- E_LUMO (alpha / beta): -4.852 / -4.455 eV
- HOMO level (alpha / beta): -10.90 / -10.90 eV

Here is a 2-piece molecular cluster, C53H57F3N5 overall at a distorted geometry from OMol25. Energies are from ωB97M-V/def2-TZVPD.

```
118
Properties=species:S:1:pos:R:3:lowdin_charge:R:1
F 6.61 -1.33 -1.07 0.11
F 5.97 0.67 -1.73 0.12
F 6.26 0.26 0.41 0.12
N -0.07 7.51 -1.19 -0.07
N 1.38 2.88 3.17 -0.06
N -0.18 -3.09 0.03 0.00
N -1.53 -3.11 0.19 0.20
N -1.95 -1.91 -0.28 -0.02
C 0.38 6.28 -4.68 -0.06
C 4.02 -2.04 -0.78 0.01
C 0.52 2.74 2.12 0.07
C 5.79 -0.28 -0.76 -0.52
C -3.37 -1.64 -0.38 -0.09
C -5.41 -1.65 -1.67 -0.03
C 2.32 5.89 1.51 -0.02
C 0.31 4.91 -4.38 -0.06
C -0.14 6.65 -0.14 0.03
C -3.33 -2.52 -2.80 -0.38
C 1.88 -5.45 2.07 -0.02
C -4.05 -1.92 -1.59 -0.12
C -5.43 -0.85 0.60 -0.03
C -0.45 -6.31 -2.36 -0.06
C 1.65 -1.47 -0.51 -0.13
C 1.58 1.89 4.21 0.02
C -6.10 -1.12 -0.59 -0.05
C -0.02 6.79 -2.39 -0.16
C -1.09 0.23 -1.07 -0.03
C -4.07 -1.14 0.73 -0.12
C 0.23 7.25 -3.68 0.00
C 1.02 -4.39 1.75 -0.12
C 3.35 6.39 2.33 -0.06
C 0.60 -4.25 0.42 -0.10
C 3.12 4.53 3.87 0.01
C 2.69 -2.42 -0.71 0.00
C 2.04 -0.11 -0.34 -0.02
C -4.18 -1.15 3.28 -0.07
C -0.06 4.07 0.07 0.10
C 1.59 -4.95 -2.99 -0.05
C 1.62 -2.27 2.98 -0.05
C 1.76 -6.28 -0.19 -0.02
C 0.31 -4.06 4.18 -0.07
C -3.37 -1.56 -3.98 -0.06
C -2.83 0.59 2.06 -0.07
C -0.88 -1.07 -0.65 -0.25
C 2.07 4.08 3.07 -0.16
C -3.34 -0.85 2.04 -0.37
C -3.90 -3.89 -3.16 -0.06
C 0.10 4.46 -3.06 -0.01
C 2.24 -6.38 1.11 -0.04
C 0.92 -5.22 -0.56 -0.15
C 0.03 8.96 -1.08 0.01
C 1.64 4.74 1.89 -0.10
C -0.08 5.41 -2.07 -0.12
C 0.59 -3.39 2.83 -0.37
C 4.35 -0.70 -0.65 -0.13
C -0.13 5.31 -0.61 -0.13
C 0.43 -5.11 -2.00 -0.37
C 0.62 3.87 1.28 -0.12
C 3.75 5.72 3.49 -0.06
C 3.37 0.27 -0.43 -0.01
C 0.25 -1.85 -0.44 -0.10
H 2.45 -3.48 -0.82 0.09
H -0.35 -2.96 2.47 0.11
H -5.94 -1.87 -2.61 0.12
H -2.47 -1.53 2.06 0.11
H -2.17 0.77 1.20 0.04
H -3.56 -1.09 4.18 0.08
H -0.87 9.37 -0.62 0.11
H 1.74 -1.72 2.03 0.06
H 3.42 3.96 4.75 0.11
H 0.65 1.73 4.76 0.11
H 0.08 3.41 -2.79 0.11
H -2.29 -2.66 -2.51 0.11
H -4.96 -3.83 -3.45 0.08
H 2.26 -5.54 3.09 0.12
H 2.03 -7.03 -0.95 0.12
H 0.15 9.38 -2.08 0.09
H -0.24 0.76 -1.51 0.02
H 1.26 0.63 -0.15 0.08
H -0.38 -4.90 4.06 0.09
H -5.97 -0.42 1.45 0.11
H 4.79 -2.79 -0.95 0.13
H -2.92 -0.60 -3.69 0.08
H 4.57 6.12 4.10 0.11
H -1.29 -6.37 -1.67 0.09
H -2.80 -1.97 -4.82 0.08
H -4.39 -1.37 -4.32 0.08
H -0.56 3.21 -0.38 0.13
H 2.60 -2.67 3.25 0.10
H -5.01 -0.44 3.38 0.08
H -7.17 -0.91 -0.67 0.11
H 0.90 9.24 -0.47 0.10
H -3.67 1.29 2.00 0.09
H -4.59 -2.17 3.22 0.09
H 0.56 6.60 -5.71 0.11
H 0.11 -7.25 -2.32 0.08
H 2.92 -7.20 1.37 0.11
H -3.34 -4.33 -3.99 0.08
H -0.12 1.87 2.03 0.13
H 3.86 7.32 2.05 0.11
H -2.11 0.56 -1.25 0.04
H 0.31 8.33 -3.87 0.11
H 1.23 -4.43 4.64 0.08
H -0.86 -6.19 -3.38 0.08
H 3.64 1.32 -0.32 0.12
H 2.06 6.39 0.58 0.10
H 2.36 2.24 4.89 0.09
H 0.44 4.18 -5.18 0.11
H 2.14 -4.03 -2.79 0.07
H -0.18 7.02 0.89 0.15
H -0.18 -4.21 -2.06 0.12
H 1.21 -4.90 -4.01 0.09
H -2.27 0.79 2.98 0.07
H -3.83 -4.57 -2.29 0.08
H 2.30 -5.79 -2.92 0.08
H -0.14 -3.33 4.86 0.08
H 1.89 0.93 3.77 0.10
H 1.30 -1.55 3.75 0.07
```

- Molar mass: 821.07 g mol⁻¹
- Net charge: +1
- ΔE to the lowest compared entry with this formula, charge and spin: 0.0 kcal/mol
- HOMO-LUMO gap: 4.19 eV
- E_LUMO: -4.243 eV
- HOMO level: -8.43 eV